Below is a 12-piece molecular cluster, C82H85IO7 overall at a distorted geometry, with properties calculated with ωB97M-V/def2-TZVPD.

```
175
C82H85IO7 (ωB97M-V/def2-TZVPD)
O 3.720 1.977 8.036
C 3.310 2.378 6.831
O 2.794 1.425 5.797
C 2.619 2.279 4.605
C 1.911 1.535 3.327
C 0.500 0.769 3.670
C 0.351 -0.707 3.935
C 1.697 -1.661 3.887
C 1.697 -2.655 2.556
C 2.105 -4.203 3.038
I 4.075 -4.188 4.085
C -1.148 -1.393 4.228
O -1.146 -2.748 4.087
C -2.468 -0.489 4.590
C -3.879 -1.005 5.233
C -4.162 -2.612 5.153
O -4.973 -3.136 4.212
O -3.530 -3.533 6.156
C -2.338 1.003 4.337
C -3.507 2.111 4.631
C -2.989 3.399 5.557
O -4.241 4.156 5.886
C -0.920 1.628 3.705
O -0.856 2.888 3.199
H 3.306 3.539 6.599
H 3.710 2.591 4.254
H 2.036 3.265 4.845
H 1.665 2.349 2.503
H 2.674 0.784 2.801
H 1.606 -2.391 4.821
H 2.696 -1.066 4.017
H 0.595 -2.707 2.105
H 2.491 -2.353 1.746
H 1.282 -4.580 3.788
H 2.121 -4.950 2.137
H -4.002 -0.550 6.330
H -4.747 -0.482 4.602
H -4.328 -4.080 6.477
H -3.807 2.570 3.572
H -4.468 1.710 5.158
H -2.315 4.151 4.964
H -2.538 3.069 6.589
H -3.986 4.971 6.445
C 0.463 1.965 -0.456
C -0.312 3.048 -0.043
C -0.843 3.927 -0.987
C -0.594 3.725 -2.345
C 0.189 2.648 -2.757
C 0.716 1.766 -1.813
H 0.871 1.277 0.279
H -0.504 3.207 1.015
H -1.450 4.769 -0.665
H -1.010 4.408 -3.080
H 0.387 2.493 -3.815
H 1.324 0.925 -2.135
C 0.490 7.521 -3.470
C 1.117 6.763 -4.458
C 1.258 7.275 -5.747
C 0.767 8.545 -6.050
C 0.132 9.300 -5.065
C -0.006 8.789 -3.774
H 0.386 7.125 -2.463
H 1.498 5.772 -4.222
H 1.750 6.685 -6.516
H 0.879 8.946 -7.054
H -0.256 10.288 -5.302
H -0.499 9.379 -3.006
C 10.218 -3.559 2.502
C 10.502 -3.766 3.852
C 9.467 -3.808 4.785
C 8.146 -3.639 4.369
C 7.862 -3.423 3.021
C 8.898 -3.385 2.087
H 11.025 -3.533 1.774
H 11.532 -3.895 4.176
H 9.689 -3.973 5.836
H 7.339 -3.675 5.095
H 6.834 -3.285 2.697
H 8.676 -3.218 1.036
C -2.900 -3.197 0.867
C -3.663 -4.278 1.305
C -3.746 -5.434 0.530
C -3.069 -5.507 -0.688
C -2.314 -4.422 -1.131
C -2.228 -3.267 -0.354
H -2.830 -2.299 1.474
H -4.193 -4.221 2.253
H -4.338 -6.278 0.873
H -3.132 -6.409 -1.291
H -1.791 -4.476 -2.083
H -1.637 -2.423 -0.698
C -2.025 -4.683 -5.339
C -2.801 -3.600 -4.926
C -3.331 -2.721 -5.870
C -3.083 -2.923 -7.228
C -2.300 -4.001 -7.640
C -1.772 -4.882 -6.697
H -1.618 -5.372 -4.604
H -2.992 -3.442 -3.868
H -3.939 -1.879 -5.548
H -3.498 -2.240 -7.964
H -2.101 -4.155 -8.698
H -1.164 -5.723 -7.018
C -7.695 -1.645 -2.461
C -8.652 -1.530 -1.454
C -8.398 -2.051 -0.186
C -7.186 -2.691 0.075
C -6.232 -2.815 -0.935
C -6.485 -2.291 -2.203
H -7.891 -1.234 -3.448
H -9.598 -1.033 -1.658
H -9.143 -1.957 0.600
H -6.987 -3.095 1.063
H -5.290 -3.319 -0.734
H -5.741 -2.385 -2.989
C -4.812 6.553 -2.379
C -6.072 6.639 -1.787
C -6.184 6.858 -0.414
C -5.036 6.986 0.368
C -3.777 6.891 -0.222
C -3.664 6.676 -1.596
H -4.724 6.390 -3.449
H -6.966 6.537 -2.396
H -7.166 6.928 0.046
H -5.124 7.159 1.437
H -2.882 6.984 0.388
H -2.682 6.604 -2.056
C 1.651 -7.953 -3.366
C 2.278 -8.712 -4.354
C 2.419 -8.200 -5.644
C 1.928 -6.929 -5.947
C 1.292 -6.175 -4.961
C 1.155 -6.685 -3.671
H 1.547 -8.350 -2.360
H 2.659 -9.703 -4.119
H 2.911 -8.790 -6.412
H 2.040 -6.529 -6.950
H 0.904 -5.187 -5.199
H 0.661 -6.096 -2.902
C 7.340 0.121 5.089
C 6.397 1.057 5.512
C 6.574 2.409 5.216
C 7.697 2.825 4.501
C 8.644 1.889 4.085
C 8.465 0.537 4.378
H 7.198 -0.933 5.313
H 5.523 0.734 6.072
H 5.838 3.138 5.543
H 7.834 3.877 4.268
H 9.523 2.214 3.533
H 9.203 -0.192 4.052
C -4.851 12.158 -4.929
C -4.208 11.348 -3.994
C -4.911 10.327 -3.355
C -6.259 10.119 -3.648
C -6.904 10.935 -4.576
C -6.200 11.954 -5.218
H -4.301 12.949 -5.432
H -3.158 11.511 -3.763
H -4.409 9.693 -2.628
H -6.806 9.322 -3.152
H -7.956 10.777 -4.801
H -6.702 12.589 -5.944
C 5.167 -10.054 -1.751
C 6.224 -10.496 -0.956
C 6.911 -9.595 -0.143
C 6.544 -8.249 -0.128
C 5.493 -7.805 -0.930
C 4.803 -8.707 -1.740
H 4.628 -10.758 -2.379
H 6.512 -11.545 -0.969
H 7.733 -9.941 0.479
H 7.077 -7.548 0.507
H 5.210 -6.756 -0.923
H 3.983 -8.362 -2.363
```

Results
Kohn-Sham gap ... 6.80 eV
SMILES string ... O=COCCC1=C(CCCI)C(=O)C(CC(=O)O)=C(CCO)C1=O.c1ccccc1.c1ccccc1.c1ccccc1.c1ccccc1.c1ccccc1.c1ccccc1.c1ccccc1.c1ccccc1.c1ccccc1.c1ccccc1.c1ccccc1

Mulliken atomic charge list, values in e, 4 entries:
1 O -0.52
2 C 0.16
3 O -0.19
4 C -0.33